This record from the Open Molecules 2025 dataset describes Cl3O12Tl as an isolated structure in a non-equilibrium geometry. The level of theory is ωB97M-V with the def2-TZVPD basis set.

orbital gap: 2.79 eV
total energy: -2454.7988 Eh
max |F|: 5.1 eV Å⁻¹
highest occupied orbital energy: -9.7 eV
energy above the lowest of the compared OMol25 structures with the same formula, charge and spin: 0.0 kJ/mol

Geometry as ORCA input:
```
! wB97M-V def2-TZVPD RIJCOSX def2/J DEFGRID3
* xyz 0 1
O -0.892 -3.529 0.889
Cl 0.426 -4.090 0.835
O 1.086 -3.670 -0.390
O 0.072 0.820 -1.174
O 0.416 -0.416 0.718
O 1.244 -3.586 1.902
O 0.770 3.999 -2.152
O -1.795 0.477 0.227
O -0.528 3.850 -0.291
O 1.766 4.595 -0.094
Cl 0.823 3.745 -0.757
O -0.800 -1.382 -0.972
Cl -0.500 -0.107 -0.297
Tl -3.699 2.322 1.070
O 0.307 -5.470 0.862
O 1.304 2.442 -0.377
*
```

These are the natural (NBO) partial charges, in e, on atoms 1 to 4:
1. O -0.684
2. Cl 2.538
3. O -0.663
4. O -0.607


This record from the Open Molecules 2025 dataset describes a single C3H6O4S molecule in a non-equilibrium geometry. The level of theory is ωB97M-V with the def2-TZVPD basis set.

orbital gap (alpha / beta): 7.82 / 8.15 eV
total energy: -816.9175 Eh
max |F|: 4.2 eV Å⁻¹
structure (SMILES): CC(C(O)O)=S(=O)=O
highest occupied orbital energy (alpha / beta): -9.7 / -10.0 eV
energy above the lowest of the compared OMol25 structures with the same formula, charge and spin: 375.8 kJ/mol

Geometry as ORCA input:
```
! wB97M-V def2-TZVPD RIJCOSX def2/J DEFGRID3
* xyz 0 1
H -1.313 -0.999 0.668
O 1.781 0.421 -2.696
H 1.704 2.047 -1.001
O 0.387 -1.605 -2.757
C -0.249 0.235 -1.039
H -0.517 -1.859 -0.829
H -0.376 1.592 0.804
O 0.942 2.292 -0.408
H 1.835 0.888 1.185
H -2.019 -1.200 -1.089
O 1.445 0.338 0.562
C 0.387 1.126 0.033
C -1.119 -1.000 -0.481
S 0.963 -0.489 -1.990
*
```

These are the natural (NBO) partial charges, in e, on atoms 1 to 4:
1. H 0.231
2. O -0.881
3. H 0.486
4. O -0.862


This record from the Open Molecules 2025 dataset describes a single C7H10N2OS2 molecule in a non-equilibrium geometry. The level of theory is ωB97M-V with the def2-TZVPD basis set.

orbital gap: 9.27 eV
total energy: -1253.8423 Eh
max |F|: 3.9 eV Å⁻¹
structure (SMILES): C[C@@H](CS)C(=O)Nc1nccs1
highest occupied orbital energy: -8.8 eV
energy above the lowest of the compared OMol25 structures with the same formula, charge and spin: 0.0 kJ/mol

Geometry as ORCA input:
```
! wB97M-V def2-TZVPD RIJCOSX def2/J DEFGRID3
* xyz 0 1
O 0.683 -2.365 -0.430
C 2.043 -1.208 1.660
C -1.793 0.188 -0.481
H 2.574 -1.957 1.023
C -3.498 1.843 -0.571
C -2.378 2.259 0.011
H 0.358 0.279 1.113
S 3.042 -0.567 -1.361
H 2.605 1.114 0.179
H -4.497 2.324 -0.682
H 2.164 -1.384 -1.983
H 1.175 0.936 -1.020
S -3.400 0.184 -1.143
H -1.581 -1.605 -1.067
H 2.670 -0.481 2.149
C 1.051 -0.445 0.689
C 1.868 0.408 -0.353
H -2.181 3.223 0.390
H 1.382 -1.770 2.270
N -1.150 -1.018 -0.371
C 0.219 -1.298 -0.067
N -1.358 1.339 0.045
*
```

These are the natural (NBO) partial charges, in e, on atoms 1 to 4:
1. O -0.583
2. C -0.594
3. C 0.233
4. H 0.248


This record from the Open Molecules 2025 dataset describes C25H30F2HfN4O7S4 as an isolated structure in a non-equilibrium geometry. The level of theory is ωB97M-V with the def2-TZVPD basis set.

orbital gap: 5.91 eV
total energy: -3557.0587 Eh
max |F|: 2.5 eV Å⁻¹
highest occupied orbital energy: -7.0 eV
energy above the lowest of the compared OMol25 structures with the same formula, charge and spin: 0.0 kJ/mol

Geometry as ORCA input:
```
! wB97M-V def2-TZVPD RIJCOSX def2/J DEFGRID3
* xyz 0 1
H 5.329 15.886 8.329
H 10.862 9.606 13.651
H 9.465 4.872 11.988
C 10.821 14.493 8.141
H 7.325 9.128 12.217
H 10.607 11.306 13.536
C 9.506 9.419 7.886
H 11.789 14.602 11.440
S 13.728 7.681 13.543
C 9.205 8.618 6.788
O 6.525 7.821 10.846
F 12.480 11.145 7.316
O 15.371 8.279 15.535
S 13.025 11.587 11.930
C 8.088 12.525 9.281
H 6.953 5.798 12.518
H 10.933 15.576 8.024
O 7.685 6.465 9.505
H 13.536 13.605 8.361
O 4.757 16.246 9.046
H 9.855 6.868 5.742
H 8.125 4.019 11.588
C 7.931 13.100 10.541
C 10.076 10.347 13.699
C 13.060 10.758 8.521
H 8.609 12.776 11.324
H 13.331 15.323 8.500
Hf 11.369 10.897 10.185
C 6.959 14.042 10.788
C 5.138 15.538 10.115
H 6.859 14.478 11.751
C 13.636 10.167 12.685
C 6.122 14.455 9.746
N 8.004 9.422 12.916
C 9.099 10.116 12.598
O 11.470 12.787 9.782
C 10.069 7.570 6.534
N 9.038 11.482 8.975
S 11.875 8.546 11.354
H 8.307 5.721 9.686
O 4.726 15.815 11.204
H 12.315 8.183 8.940
C 7.290 12.984 8.254
C 11.264 14.948 10.537
F 13.626 9.483 8.122
H 11.121 13.952 7.212
H 9.542 10.389 14.659
C 11.707 14.135 9.362
C 8.622 10.502 8.313
H 8.298 8.711 6.167
H 7.880 9.227 13.894
C 7.267 6.889 10.715
H 13.852 14.375 9.915
C 7.804 6.080 11.908
H 8.376 6.791 12.537
H 5.669 14.239 7.692
C 11.418 8.263 8.355
O 9.348 10.527 11.428
C 6.316 13.926 8.478
C 11.183 7.397 7.331
H 11.484 15.999 10.402
N 10.620 9.240 8.625
H 9.792 14.281 8.348
H 7.581 10.444 7.950
H 7.517 12.608 7.256
N 8.613 4.928 11.459
H 10.183 14.815 10.689
C 13.207 14.391 9.029
C 14.704 8.701 14.587
C 13.134 8.938 12.470
H 13.906 11.423 8.711
H 11.837 6.552 7.152
S 14.659 10.366 14.070
*
```

These are the Löwdin partial charges, in e, on atoms 1 to 4:
1. H 0.098
2. H 0.053
3. H 0.076
4. C -0.016


This record from the Open Molecules 2025 dataset describes a single C20H19ClFN3O2 molecule. The level of theory is ωB97M-V with the def2-TZVPD basis set.

orbital gap: 8.52 eV
total energy: -1648.3617 Eh
max |F|: 0.5 eV Å⁻¹
structure (SMILES): O=C1C[C@H](N2CCN(c3ccccc3Cl)CC2)C(=O)N1c1cccc(F)c1
highest occupied orbital energy: -7.9 eV

Geometry as ORCA input:
```
! wB97M-V def2-TZVPD RIJCOSX def2/J DEFGRID3
* xyz 0 1
N -0.589 1.626 1.091
C 0.035 0.951 -0.043
H -3.431 -0.034 -3.602
C -1.764 2.407 0.708
O 3.101 2.014 -1.606
H -1.753 3.333 1.294
H 0.367 2.052 -1.931
C -3.400 -1.867 -0.231
C 2.204 1.511 -0.989
C -1.969 -0.277 1.924
C -3.416 -0.560 -2.659
H -1.456 -1.160 1.543
H -3.800 -2.484 -3.527
C -3.620 -2.574 -1.397
H 6.798 0.251 0.603
C 5.895 -0.302 0.396
H 4.669 1.451 0.308
C 4.700 0.377 0.234
O 0.994 -1.031 1.029
H -3.815 -3.633 -1.338
H 2.669 -2.284 -0.349
C 3.537 -0.333 -0.039
H 0.745 2.963 -0.465
C -3.622 -1.927 -2.621
H -3.002 1.206 -1.561
H -1.283 1.491 3.008
H -3.430 1.873 1.997
H 6.864 -2.227 0.428
H -2.502 -0.549 2.844
C 1.123 -0.040 0.361
H -1.685 2.677 -0.345
C 3.561 -1.717 -0.144
N 2.315 0.365 -0.214
H -3.863 1.947 0.289
H -0.692 0.372 -0.640
F 4.803 -3.706 -0.067
Cl -3.550 -2.739 1.264
C -3.171 0.143 -1.495
N -2.900 0.214 0.921
C 0.768 1.971 -0.920
H -0.015 0.328 2.624
C -3.081 1.643 0.984
C 5.943 -1.681 0.301
C 4.770 -2.364 0.034
C -3.136 -0.486 -0.242
C -0.916 0.805 2.241
*
```

These are the natural (NBO) partial charges, in e, on atoms 1 to 4:
1. N -0.439
2. C -0.156
3. H 0.214
4. C -0.233


This record from the Open Molecules 2025 dataset describes C5H9LiNaO4 as an isolated structure in a non-equilibrium geometry. The level of theory is ωB97M-V with the def2-TZVPD basis set.

⟨S²⟩: 0.7528
orbital gap (alpha / beta): 4.91 / 5.32 eV
total energy: -666.6903 Eh
max |F|: 1.8 eV Å⁻¹
highest occupied orbital energy (alpha / beta): -6.3 / -6.9 eV

Geometry as ORCA input:
```
! wB97M-V def2-TZVPD RIJCOSX def2/J DEFGRID3
* xyz 0 2
H -1.056 2.570 -2.839
H 1.923 -2.713 1.587
H 1.175 -3.657 0.269
O -0.343 3.275 -1.055
Na 1.109 0.437 3.391
H -2.250 2.443 -1.564
H -1.241 0.274 -2.168
O -0.904 0.552 -0.166
C -1.151 2.401 -1.741
C 0.259 0.368 0.549
H 1.814 -2.022 -0.052
H -0.568 -2.668 1.797
C -0.686 0.967 -1.514
O 0.032 -0.745 1.528
O 0.800 1.348 1.227
Li 0.184 3.002 0.623
C -0.066 -2.068 1.025
H -0.722 -2.063 0.142
C 1.294 -2.648 0.687
H 0.397 0.946 -1.724
*
```

These are the natural (NBO) partial charges, in e, on atoms 1 to 4:
1. H 0.120
2. H 0.187
3. H 0.213
4. O -1.055


This record from the Open Molecules 2025 dataset describes a 2-piece molecular cluster, C5H8O overall. The level of theory is ωB97M-V with the def2-TZVPD basis set.

orbital gap: 9.05 eV
total energy: -270.4195 Eh
max |F|: 0.3 eV Å⁻¹
structure (SMILES): CC=C=C=CO.[H][H]
highest occupied orbital energy: -8.1 eV
energy above the lowest of the compared OMol25 structures with the same formula, charge and spin: 363.4 kJ/mol

Geometry as ORCA input:
```
! wB97M-V def2-TZVPD RIJCOSX def2/J DEFGRID3
* xyz 0 1
H -3.196 0.114 -0.606
H 0.393 -1.417 1.666
O 3.052 0.030 0.933
H -1.977 0.683 0.553
H 2.335 0.391 1.474
H -1.464 -0.197 -2.381
H -2.494 1.723 -0.786
C 1.294 -0.129 -0.671
C 2.545 -0.287 -0.289
C -2.268 0.688 -0.502
C -1.184 0.117 -1.377
H -0.320 -1.298 1.836
H 3.312 -0.698 -0.938
C 0.077 -0.002 -1.022
*
```

These are the natural (NBO) partial charges, in e, on atoms 1 to 4:
1. H 0.217
2. H -0.003
3. O -0.661
4. H 0.217


This record from the Open Molecules 2025 dataset describes C6H14O as an isolated structure in a non-equilibrium geometry. The level of theory is ωB97M-V with the def2-TZVPD basis set.

orbital gap: 8.91 eV
total energy: -312.0972 Eh
max |F|: 1.4 eV Å⁻¹
highest occupied orbital energy: -8.1 eV
energy above the lowest of the compared OMol25 structures with the same formula, charge and spin: 414.3 kJ/mol

Geometry as ORCA input:
```
! wB97M-V def2-TZVPD RIJCOSX def2/J DEFGRID3
* xyz 0 1
H -0.659 -2.202 -0.530
C -0.861 -0.058 -0.090
H 0.290 -0.208 -0.661
O 1.424 0.648 -1.247
H 0.025 -1.722 1.029
C -0.997 0.820 1.162
H -2.059 1.216 -1.390
C -0.793 -1.545 0.330
C 2.496 0.816 -0.460
H -1.080 1.878 0.906
H -2.947 -0.118 -0.656
H 3.913 0.079 0.913
H -1.841 -0.437 -1.993
H 2.674 -1.153 0.283
H 0.181 0.738 -0.647
C 3.063 -0.142 0.284
H -1.731 -1.816 0.821
C -1.989 0.167 -1.097
H -1.901 0.541 1.708
H 2.940 1.813 -0.493
H -0.145 0.685 1.828
*
```

These are the natural (NBO) partial charges, in e, on atoms 1 to 4:
1. H 0.219
2. C -0.370
3. H 0.401
4. O -0.802


Question: What is the max |F| in the third record?
Answer: 3.9 eV Å⁻¹